Entry 1:
ORCA calculation (wB97M-V/def2-TZVPD) on a gas-phase ion, C20H36N3O (charge +1).

```
60
Properties=species:S:1:pos:R:3
O -1.644 -1.150 -1.284
N -2.894 -2.110 0.354
N 2.907 0.366 -0.987
N 0.429 -0.708 0.023
C -0.637 -1.292 0.852
C -6.276 1.866 -0.952
C -4.878 2.029 1.104
C 2.496 -0.975 -1.282
C 4.437 -0.146 0.973
C 5.330 0.310 -1.322
C 1.594 -1.591 -0.193
C 4.191 0.608 -0.342
C 6.916 0.010 0.595
C -1.816 -1.526 -0.132
C 6.668 0.736 -0.723
C -4.100 -2.351 -0.419
C 1.788 1.206 -0.682
C -6.176 0.388 -0.758
C -5.129 2.614 -0.280
C -5.329 -1.710 0.236
C 0.880 0.638 0.428
C 5.777 0.278 1.572
C -4.413 0.582 0.966
C -5.356 -0.209 0.097
H 4.460 -1.222 0.785
H 2.136 2.195 -0.386
H -4.127 2.614 1.638
H 0.012 1.284 0.563
H 1.179 1.319 -1.589
H -6.855 -0.206 -1.356
H -4.246 -3.432 -0.498
H -3.413 0.573 0.515
H 7.471 0.515 -1.427
H -0.942 -0.602 1.641
H -5.367 3.675 -0.208
H -4.224 2.513 -0.884
H 1.932 -0.970 -2.225
H 2.134 -1.691 0.751
H 3.370 -1.608 -1.420
H -6.212 -2.129 -0.246
H -6.302 2.091 -2.021
H -2.936 -2.360 1.332
H 5.745 1.344 1.809
H 6.664 1.814 -0.550
H -5.803 2.058 1.682
H 1.424 0.558 1.372
H 4.216 1.681 -0.126
H 1.242 -2.571 -0.518
H -3.938 -1.938 -1.415
H -7.232 2.200 -0.536
H 5.949 -0.265 2.504
H -5.358 -1.992 1.292
H 5.367 -0.758 -1.544
H -0.318 -2.232 1.305
H 7.859 0.341 1.030
H -0.088 -0.623 -0.917
H 3.642 0.067 1.693
H 6.992 -1.064 0.410
H 5.143 0.842 -2.255
H -4.338 0.116 1.953
```

frontier orbital gap = 9.079 eV
SMILES string = O=C(C[NH+]1CCN(C2CCCCC2)CC1)NCCC1=CCCCC1
charge = +1
energy relative to the best compared isomer or geometry (same formula, charge and spin) = 14.3 kcal per mole
LUMO level = -0.0844 Ha
E_HOMO = -11.376 eV

=====

Entry 2:
ORCA calculation (wB97M-V/def2-TZVPD) on a molecular structure, C20H36NOP2Sn at a distorted geometry.

```
61
Properties=species:S:1:pos:R:3
Sn -2.817 -1.222 1.680
P -0.194 -1.910 -1.656
P -0.423 1.989 -2.315
O -1.902 0.255 2.838
N -1.592 0.197 4.174
C 1.179 -0.495 0.313
C 1.443 -1.325 -0.957
C 0.049 0.648 5.804
C -0.931 0.626 6.796
C -1.666 -2.589 -0.929
C 3.211 1.415 -0.627
C -0.720 -0.663 -2.937
C 3.462 0.087 -1.409
C -2.239 0.307 6.438
C 0.393 3.261 -3.351
C 0.670 1.956 -0.800
C 0.206 0.511 -3.116
C 2.203 -0.540 -1.986
C -2.549 0.030 5.112
C 0.207 0.653 -0.003
C -0.298 0.432 4.480
C 2.057 2.167 -1.104
C -2.142 2.346 -2.684
C -1.445 -2.714 2.578
C 0.313 -3.088 -2.948
H 0.471 0.693 -4.172
H -0.722 -1.217 -3.890
H 2.451 -1.207 -2.820
H 3.241 1.268 0.467
H -2.132 -3.292 -1.631
H 0.697 -1.127 1.074
H 4.097 0.335 -2.262
H 4.090 2.034 -0.825
H 0.400 0.487 3.650
H -0.469 -2.284 2.831
H 2.104 -0.148 0.782
H 0.671 -4.027 -2.528
H 1.082 -2.664 -3.605
H -1.771 -0.407 -2.721
H 1.085 0.869 6.024
H -2.391 -1.771 -0.737
H 4.044 -0.626 -0.802
H 1.993 -2.249 -0.751
H -1.327 -3.569 1.902
H -0.330 0.965 0.912
H 0.592 4.163 -2.761
H -0.583 -3.308 -3.543
H -2.738 1.453 -2.877
H -0.287 3.522 -4.172
H -0.589 0.192 -0.628
H -2.601 2.915 -1.872
H -1.980 -3.054 3.475
H 2.264 3.121 -1.583
H -1.383 -3.133 -0.023
H 0.225 2.809 -0.242
H 1.332 2.907 -3.791
H -3.024 0.272 7.187
H 1.411 0.282 -2.481
H -2.201 2.962 -3.591
H -3.523 -0.317 4.778
H -0.675 0.823 7.834
```

frontier orbital gap (spin up / spin down) = 3.908 / 3.881 eV
charge = +2
energy relative to the best compared isomer or geometry (same formula, charge and spin) = 39.8 kcal per mole
LUMO level (spin up / spin down) = -0.2559 / -0.2559 Ha
E_HOMO (spin up / spin down) = -10.871 / -10.843 eV
multiplicity = 2

=====

Entry 3:
ORCA calculation (wB97M-V/def2-TZVPD) on 9 unconnected molecules or ions with the total composition C20H37BBr2Cl16FNO at a distorted geometry.

```
79
Properties=species:S:1:pos:R:3
Br -2.927 3.443 0.938
Br -2.629 2.577 -2.944
Cl 5.156 -3.202 -4.958
Cl 1.741 1.237 0.007
Cl 8.312 -2.802 -3.750
Cl -3.804 -3.390 0.909
Cl -0.115 6.105 -1.380
Cl 0.168 -1.385 1.460
Cl 1.520 -3.329 -1.800
Cl -4.986 -1.001 3.481
Cl 4.688 -2.930 -0.594
Cl -0.491 -1.806 4.335
Cl 1.110 5.380 1.718
Cl -1.861 1.285 4.738
Cl -0.723 -4.551 0.029
Cl 5.043 2.475 -1.324
Cl -7.411 -3.103 4.642
Cl 2.427 2.223 -3.504
F -5.158 3.757 -1.413
O -6.329 1.924 -0.586
N -5.912 -0.472 -0.521
C -6.474 -1.494 2.635
C 4.214 -3.252 -2.286
C -6.181 0.605 -0.757
C -7.633 -1.685 3.584
C 5.082 2.743 -3.084
C -1.970 -0.092 5.865
C 1.924 -1.100 1.391
C -2.958 -4.806 1.586
C 2.260 0.368 1.470
C 6.540 -2.459 -5.802
C -1.465 -4.598 1.646
C -1.249 1.429 -0.653
C 3.800 3.355 -3.598
C 0.398 6.922 1.181
C -3.686 2.007 -0.213
C -0.715 6.716 0.182
C 2.905 -2.588 -2.644
C 7.846 -3.124 -5.439
C -2.680 1.490 -1.309
C -0.710 -0.926 5.869
B -5.066 2.578 -0.766
H -1.212 7.666 -0.020
H -8.549 -1.854 3.017
H -1.459 6.014 0.554
H -2.958 0.443 -1.560
H -3.221 -5.675 0.984
H 2.917 -1.525 -2.404
H 1.197 7.538 0.768
H 0.009 7.418 2.070
H 0.175 -0.315 6.037
H -3.350 -4.958 2.593
H -3.863 1.151 0.480
H -0.764 -1.673 6.661
H 5.291 1.789 -3.565
H -6.258 -2.404 2.077
H -1.212 -3.670 2.157
H 2.716 -2.694 -3.712
H 4.168 -4.332 -2.424
H 5.917 3.416 -3.282
H 5.011 -2.863 -2.916
H 6.355 -2.565 -6.871
H 7.798 -4.203 -5.577
H 3.339 0.499 1.556
H -1.322 1.041 0.393
H 3.915 3.624 -4.648
H -0.750 2.423 -0.641
H 8.646 -2.735 -6.069
H 6.551 -1.397 -5.563
H -2.140 0.324 6.859
H -6.708 -0.705 1.920
H 3.534 4.254 -3.043
H 2.302 -1.550 0.474
H 1.791 0.843 2.331
H 2.367 -1.629 2.237
H -2.842 -0.685 5.590
H -0.997 -5.422 2.185
H -7.781 -0.812 4.217
H -0.616 0.701 -1.205
```

frontier orbital gap = 10.104 eV
SMILES string = C[C@H](Br)[C@@H](Br)B(F)OC#N.ClCCCl.ClCCCl.ClCCCl.ClCCCl.ClCCCl.ClCCCl.ClCCCl.ClCCCl
LUMO level = 0.0120 Ha
E_HOMO = -9.777 eV

=====

Please write out number 3 again, unchanged.
ORCA calculation (wB97M-V/def2-TZVPD) on 9 unconnected molecules or ions with the total composition C20H37BBr2Cl16FNO at a distorted geometry.

```
79
Properties=species:S:1:pos:R:3
Br -2.927 3.443 0.938
Br -2.629 2.577 -2.944
Cl 5.156 -3.202 -4.958
Cl 1.741 1.237 0.007
Cl 8.312 -2.802 -3.750
Cl -3.804 -3.390 0.909
Cl -0.115 6.105 -1.380
Cl 0.168 -1.385 1.460
Cl 1.520 -3.329 -1.800
Cl -4.986 -1.001 3.481
Cl 4.688 -2.930 -0.594
Cl -0.491 -1.806 4.335
Cl 1.110 5.380 1.718
Cl -1.861 1.285 4.738
Cl -0.723 -4.551 0.029
Cl 5.043 2.475 -1.324
Cl -7.411 -3.103 4.642
Cl 2.427 2.223 -3.504
F -5.158 3.757 -1.413
O -6.329 1.924 -0.586
N -5.912 -0.472 -0.521
C -6.474 -1.494 2.635
C 4.214 -3.252 -2.286
C -6.181 0.605 -0.757
C -7.633 -1.685 3.584
C 5.082 2.743 -3.084
C -1.970 -0.092 5.865
C 1.924 -1.100 1.391
C -2.958 -4.806 1.586
C 2.260 0.368 1.470
C 6.540 -2.459 -5.802
C -1.465 -4.598 1.646
C -1.249 1.429 -0.653
C 3.800 3.355 -3.598
C 0.398 6.922 1.181
C -3.686 2.007 -0.213
C -0.715 6.716 0.182
C 2.905 -2.588 -2.644
C 7.846 -3.124 -5.439
C -2.680 1.490 -1.309
C -0.710 -0.926 5.869
B -5.066 2.578 -0.766
H -1.212 7.666 -0.020
H -8.549 -1.854 3.017
H -1.459 6.014 0.554
H -2.958 0.443 -1.560
H -3.221 -5.675 0.984
H 2.917 -1.525 -2.404
H 1.197 7.538 0.768
H 0.009 7.418 2.070
H 0.175 -0.315 6.037
H -3.350 -4.958 2.593
H -3.863 1.151 0.480
H -0.764 -1.673 6.661
H 5.291 1.789 -3.565
H -6.258 -2.404 2.077
H -1.212 -3.670 2.157
H 2.716 -2.694 -3.712
H 4.168 -4.332 -2.424
H 5.917 3.416 -3.282
H 5.011 -2.863 -2.916
H 6.355 -2.565 -6.871
H 7.798 -4.203 -5.577
H 3.339 0.499 1.556
H -1.322 1.041 0.393
H 3.915 3.624 -4.648
H -0.750 2.423 -0.641
H 8.646 -2.735 -6.069
H 6.551 -1.397 -5.563
H -2.140 0.324 6.859
H -6.708 -0.705 1.920
H 3.534 4.254 -3.043
H 2.302 -1.550 0.474
H 1.791 0.843 2.331
H 2.367 -1.629 2.237
H -2.842 -0.685 5.590
H -0.997 -5.422 2.185
H -7.781 -0.812 4.217
H -0.616 0.701 -1.205
```

frontier orbital gap = 10.104 eV
SMILES string = C[C@H](Br)[C@@H](Br)B(F)OC#N.ClCCCl.ClCCCl.ClCCCl.ClCCCl.ClCCCl.ClCCCl.ClCCCl.ClCCCl
LUMO level = 0.0120 Ha
E_HOMO = -9.777 eV

=====

Please write out number 2 again, unchanged.
ORCA calculation (wB97M-V/def2-TZVPD) on a molecular structure, C20H36NOP2Sn at a distorted geometry.

```
61
Properties=species:S:1:pos:R:3
Sn -2.817 -1.222 1.680
P -0.194 -1.910 -1.656
P -0.423 1.989 -2.315
O -1.902 0.255 2.838
N -1.592 0.197 4.174
C 1.179 -0.495 0.313
C 1.443 -1.325 -0.957
C 0.049 0.648 5.804
C -0.931 0.626 6.796
C -1.666 -2.589 -0.929
C 3.211 1.415 -0.627
C -0.720 -0.663 -2.937
C 3.462 0.087 -1.409
C -2.239 0.307 6.438
C 0.393 3.261 -3.351
C 0.670 1.956 -0.800
C 0.206 0.511 -3.116
C 2.203 -0.540 -1.986
C -2.549 0.030 5.112
C 0.207 0.653 -0.003
C -0.298 0.432 4.480
C 2.057 2.167 -1.104
C -2.142 2.346 -2.684
C -1.445 -2.714 2.578
C 0.313 -3.088 -2.948
H 0.471 0.693 -4.172
H -0.722 -1.217 -3.890
H 2.451 -1.207 -2.820
H 3.241 1.268 0.467
H -2.132 -3.292 -1.631
H 0.697 -1.127 1.074
H 4.097 0.335 -2.262
H 4.090 2.034 -0.825
H 0.400 0.487 3.650
H -0.469 -2.284 2.831
H 2.104 -0.148 0.782
H 0.671 -4.027 -2.528
H 1.082 -2.664 -3.605
H -1.771 -0.407 -2.721
H 1.085 0.869 6.024
H -2.391 -1.771 -0.737
H 4.044 -0.626 -0.802
H 1.993 -2.249 -0.751
H -1.327 -3.569 1.902
H -0.330 0.965 0.912
H 0.592 4.163 -2.761
H -0.583 -3.308 -3.543
H -2.738 1.453 -2.877
H -0.287 3.522 -4.172
H -0.589 0.192 -0.628
H -2.601 2.915 -1.872
H -1.980 -3.054 3.475
H 2.264 3.121 -1.583
H -1.383 -3.133 -0.023
H 0.225 2.809 -0.242
H 1.332 2.907 -3.791
H -3.024 0.272 7.187
H 1.411 0.282 -2.481
H -2.201 2.962 -3.591
H -3.523 -0.317 4.778
H -0.675 0.823 7.834
```

frontier orbital gap (spin up / spin down) = 3.908 / 3.881 eV
charge = +2
energy relative to the best compared isomer or geometry (same formula, charge and spin) = 39.8 kcal per mole
LUMO level (spin up / spin down) = -0.2559 / -0.2559 Ha
E_HOMO (spin up / spin down) = -10.871 / -10.843 eV
multiplicity = 2

=====

What did the third record say?
ORCA calculation (wB97M-V/def2-TZVPD) on 9 unconnected molecules or ions with the total composition C20H37BBr2Cl16FNO at a distorted geometry.

```
79
Properties=species:S:1:pos:R:3
Br -2.927 3.443 0.938
Br -2.629 2.577 -2.944
Cl 5.156 -3.202 -4.958
Cl 1.741 1.237 0.007
Cl 8.312 -2.802 -3.750
Cl -3.804 -3.390 0.909
Cl -0.115 6.105 -1.380
Cl 0.168 -1.385 1.460
Cl 1.520 -3.329 -1.800
Cl -4.986 -1.001 3.481
Cl 4.688 -2.930 -0.594
Cl -0.491 -1.806 4.335
Cl 1.110 5.380 1.718
Cl -1.861 1.285 4.738
Cl -0.723 -4.551 0.029
Cl 5.043 2.475 -1.324
Cl -7.411 -3.103 4.642
Cl 2.427 2.223 -3.504
F -5.158 3.757 -1.413
O -6.329 1.924 -0.586
N -5.912 -0.472 -0.521
C -6.474 -1.494 2.635
C 4.214 -3.252 -2.286
C -6.181 0.605 -0.757
C -7.633 -1.685 3.584
C 5.082 2.743 -3.084
C -1.970 -0.092 5.865
C 1.924 -1.100 1.391
C -2.958 -4.806 1.586
C 2.260 0.368 1.470
C 6.540 -2.459 -5.802
C -1.465 -4.598 1.646
C -1.249 1.429 -0.653
C 3.800 3.355 -3.598
C 0.398 6.922 1.181
C -3.686 2.007 -0.213
C -0.715 6.716 0.182
C 2.905 -2.588 -2.644
C 7.846 -3.124 -5.439
C -2.680 1.490 -1.309
C -0.710 -0.926 5.869
B -5.066 2.578 -0.766
H -1.212 7.666 -0.020
H -8.549 -1.854 3.017
H -1.459 6.014 0.554
H -2.958 0.443 -1.560
H -3.221 -5.675 0.984
H 2.917 -1.525 -2.404
H 1.197 7.538 0.768
H 0.009 7.418 2.070
H 0.175 -0.315 6.037
H -3.350 -4.958 2.593
H -3.863 1.151 0.480
H -0.764 -1.673 6.661
H 5.291 1.789 -3.565
H -6.258 -2.404 2.077
H -1.212 -3.670 2.157
H 2.716 -2.694 -3.712
H 4.168 -4.332 -2.424
H 5.917 3.416 -3.282
H 5.011 -2.863 -2.916
H 6.355 -2.565 -6.871
H 7.798 -4.203 -5.577
H 3.339 0.499 1.556
H -1.322 1.041 0.393
H 3.915 3.624 -4.648
H -0.750 2.423 -0.641
H 8.646 -2.735 -6.069
H 6.551 -1.397 -5.563
H -2.140 0.324 6.859
H -6.708 -0.705 1.920
H 3.534 4.254 -3.043
H 2.302 -1.550 0.474
H 1.791 0.843 2.331
H 2.367 -1.629 2.237
H -2.842 -0.685 5.590
H -0.997 -5.422 2.185
H -7.781 -0.812 4.217
H -0.616 0.701 -1.205
```

frontier orbital gap = 10.104 eV
SMILES string = C[C@H](Br)[C@@H](Br)B(F)OC#N.ClCCCl.ClCCCl.ClCCCl.ClCCCl.ClCCCl.ClCCCl.ClCCCl.ClCCCl
LUMO level = 0.0120 Ha
E_HOMO = -9.777 eV